DFT (the ωB97M-V functional and the def2-TZVPD basis) results for a cluster of 10 separate species, C30H80O10 in total in a non-equilibrium geometry.

Bonds (Å) are listed after each position.
CARTESIAN COORDINATES (ANGSTROEM)
1 O -2.0006 -4.5054 -4.4156  C19 1.494, H97 0.960
2 O -1.1380 -1.0242 2.8764  C39 1.438, H82 0.960
3 O 4.3668 1.4268 -2.7373  C40 1.386, H95 0.960
4 O -3.2127 -3.8148 0.7098  C26 1.415, H58 0.960
5 O 5.0578 2.5664 1.7765  C25 1.405, H114 0.960
6 O -2.1094 2.0336 -0.6424  C12 1.401, H112 0.960
7 O -2.8530 0.5149 1.4668  C18 1.377, H70 0.960
8 O 5.1014 -1.0081 -1.8014  C38 1.447, H71 0.960
9 O -1.0803 -3.8263 2.7712  C32 1.425, H113 0.960
10 O -2.7028 4.7840 -1.3189  C13 1.440, H81 0.960
11 C -4.5123 2.2093 1.4575  C18 1.552, H69 1.090, H73 1.090, H105 1.090
12 C -1.1106 1.2486 -1.2319  O6 1.401, C23 1.505, C33 1.513, H78 1.090
13 C -1.6566 5.2466 -2.1938  O10 1.440, C14 1.467, C29 1.546, H51 1.090
14 C -0.3199 5.0256 -1.6319  C13 1.467, H52 1.090, H56 1.090, H116 1.090
15 C -0.7898 -1.4854 5.3268  C39 1.566, H48 1.090, H65 1.090, H74 1.090
16 C 6.1717 -0.5822 0.3251  C38 1.519, H83 1.090, H94 1.090, H110 1.090
17 C 2.5715 2.5977 -3.4600  C40 1.512, H63 1.090, H64 1.090, H72 1.090
18 C -3.6958 1.2026 2.3118  O7 1.377, C11 1.552, C34 1.466, H50 1.090
19 C -0.5613 -4.1279 -4.2857  O1 1.494, C28 1.527, C31 1.528, H118 1.090
20 C 2.4405 0.0931 -3.2933  C40 1.506, H89 1.090, H102 1.090, H111 1.090
21 C 3.1292 3.4135 0.9687  C25 1.524, H49 1.090, H100 1.090, H117 1.090
22 C -4.8014 -2.4595 -0.2109  C26 1.503, H53 1.090, H84 1.090, H87 1.090
23 C 0.0424 1.2195 -0.2654  C12 1.505, H47 1.090, H93 1.090, H107 1.090
24 C -4.9382 -3.3921 2.2388  C26 1.545, H103 1.090, H108 1.090, H119 1.090
25 C 4.1409 3.5820 2.0957  O5 1.405, C21 1.524, C35 1.548, H101 1.090
26 C -4.1105 -2.7873 1.0831  O4 1.415, C22 1.503, C24 1.545, H90 1.090
27 C 3.6977 -1.1463 0.1301  C38 1.548, H45 1.090, H55 1.090, H92 1.090
28 C 0.1172 -3.7552 -5.6025  C19 1.527, H41 1.090, H54 1.090, H99 1.090
29 C -1.9928 6.7354 -2.4396  C13 1.546, H44 1.090, H57 1.090, H61 1.090
30 C 0.2764 -3.1491 0.8977  C32 1.549, H68 1.090, H76 1.090, H80 1.090
31 C -0.4819 -2.9233 -3.3489  C19 1.528, H60 1.090, H77 1.090, H120 1.090
32 C -0.0315 -4.2746 1.9164  O9 1.425, C30 1.549, C37 1.461, H85 1.090
33 C -1.5555 -0.1251 -1.6840  C12 1.513, H67 1.090, H79 1.090, H104 1.090
34 C -4.5437 0.2147 2.9862  C18 1.466, H42 1.090, H66 1.090, H75 1.090
35 C 4.8279 4.9687 2.0875  C25 1.548, H59 1.090, H62 1.090, H98 1.090
36 C -0.0529 0.6939 4.0478  C39 1.553, H46 1.090, H88 1.090, H96 1.090
37 C -0.3133 -5.5775 1.3173  C32 1.461, H86 1.090, H106 1.090, H109 1.090
38 C 5.1257 -1.4023 -0.4098  O8 1.447, C16 1.519, C27 1.548, H91 1.090
39 C -0.2585 -0.8443 4.0001  O2 1.438, C15 1.566, C36 1.553, H115 1.090
40 C 3.3040 1.2842 -3.6147  O3 1.386, C17 1.512, C20 1.506, H43 1.090
41 H 1.1988 -3.7674 -5.4681  C28 1.090
42 H -5.3622 -0.1718 2.3788  C34 1.090
43 H 3.5613 1.1260 -4.6621  C40 1.090
44 H -1.9381 7.1898 -1.4503  C29 1.090
45 H 3.5919 -1.5104 1.1520  C27 1.090
46 H 0.2175 1.1001 3.0731  C36 1.090
47 H 0.8242 0.4871 -0.4670  C23 1.090
48 H -1.8410 -1.2452 5.4857  C15 1.090
49 H 3.4800 3.8492 0.0332  C21 1.090
50 H -3.0822 1.7675 3.0136  C18 1.090
51 H -1.6936 4.6756 -3.1215  C13 1.090
52 H -0.2475 4.0162 -1.2270  C14 1.090
53 H -5.3268 -3.3085 -0.6482  C22 1.090
54 H -0.1834 -2.8590 -6.1454  C28 1.090
55 H 3.4177 -0.0940 0.0817  C27 1.090
56 H -0.1370 5.8752 -0.9740  C14 1.090
57 H -1.1959 7.2576 -2.9690  C29 1.090
58 H -2.5855 -3.9499 1.4239  O4 0.960
59 H 5.7330 5.0083 2.6936  C35 1.090
60 H -0.8323 -1.9451 -3.6784  C31 1.090
61 H -2.9722 6.9379 -2.8730  C29 1.090
62 H 4.0922 5.7074 2.4055  C35 1.090
63 H 1.5663 2.5411 -3.8775  C17 1.090
64 H 3.0311 3.4646 -3.9348  C17 1.090
65 H -0.7920 -2.5752 5.3034  C15 1.090
66 H -5.0984 0.6998 3.7894  C34 1.090
67 H -2.1516 -0.0667 -2.5947  C33 1.090
68 H 0.6269 -2.1882 1.2745  C30 1.090
69 H -3.9538 3.0372 1.0207  C11 1.090
70 H -2.3045 0.0358 2.0922  O7 0.960
71 H 5.8898 -1.3245 -2.2485  O8 0.960
72 H 2.4453 2.9473 -2.4353  C17 1.090
73 H -5.2377 2.6656 2.1311  C11 1.090
74 H -0.2342 -1.1762 6.2122  C15 1.090
75 H -3.9732 -0.6377 3.3552  C34 1.090
76 H -0.6644 -2.9043 0.4047  C30 1.090
77 H 0.5606 -2.8305 -3.0447  C31 1.090
78 H -0.8904 1.8145 -2.1371  C12 1.090
79 H -0.6317 -0.6197 -1.9841  C33 1.090
80 H 1.0139 -3.4646 0.1597  C30 1.090
81 H -2.5512 3.8823 -1.0263  O10 0.960
82 H -1.0771 -1.9524 2.6389  O2 0.960
83 H 5.9178 0.4774 0.2935  C16 1.090
84 H -4.1536 -2.0432 -0.9824  C22 1.090
85 H 0.7706 -4.4181 2.6403  C32 1.090
86 H 0.4289 -5.8933 0.5842  C37 1.090
87 H -5.5497 -1.7341 0.1085  C22 1.090
88 H 0.6604 1.0617 4.7854  C36 1.090
89 H 1.6670 -0.1193 -4.0313  C20 1.090
90 H -3.6037 -1.8916 1.4423  C26 1.090
91 H 5.4472 -2.4418 -0.3460  C38 1.090
92 H 2.9864 -1.8162 -0.3530  C27 1.090
93 H 0.5555 2.1662 -0.0966  C23 1.090
94 H 7.1419 -0.7695 -0.1351  C16 1.090
95 H 4.6677 0.5789 -2.4025  O3 0.960
96 H -0.9178 1.3086 4.2973  C36 1.090
97 H -2.3531 -4.6770 -3.5393  O1 0.960
98 H 5.1784 5.2258 1.0879  C35 1.090
99 H 0.0169 -4.5449 -6.3470  C28 1.090
100 H 2.3597 4.1225 1.2742  C21 1.090
101 H 3.7160 3.3524 3.0729  C25 1.090
102 H 3.0258 -0.8256 -3.2546  C20 1.090
103 H -5.7374 -2.7714 2.6440  C24 1.090
104 H -2.1208 -0.6339 -0.9033  C33 1.090
105 H -5.0579 1.7435 0.6369  C11 1.090
106 H -0.3398 -6.3650 2.0704  C37 1.090
107 H -0.3516 0.7125 0.6155  C23 1.090
108 H -4.2126 -3.5800 3.0302  C24 1.090
109 H -1.3043 -5.5921 0.8636  C37 1.090
110 H 6.2167 -0.9288 1.3576  C16 1.090
111 H 2.0153 0.1653 -2.2923  C20 1.090
112 H -2.4699 1.5572 0.1090  O6 0.960
113 H -1.0266 -4.2155 3.6471  O9 0.960
114 H 5.2404 2.6891 0.8420  O5 0.960
115 H 0.6581 -1.3306 3.6662  C39 1.090
116 H 0.3293 5.1617 -2.4968  C14 1.090
117 H 2.8260 2.3666 0.9527  C21 1.090
118 H -0.1139 -4.9492 -3.7258  C19 1.090
119 H -5.3248 -4.3702 1.9525  C24 1.090
120 H -1.0293 -3.1234 -2.4278  C31 1.090

## Properties
Highest occupied orbital energy (spin up / spin down) (eV): -11.68 / -11.68
Charge: +1
Spin multiplicity: 2
Energy (Eh): -1942.99654
Orbital gap (spin up / spin down) (eV): 9.6039 / 2.8858
ΔE to the lowest compared entry with this formula, charge and spin (kcal/mol): 9.3
Lowest unoccupied orbital energy (spin up / spin down) (Ha): -0.0763 / -0.3232